{"formula": "C48H141N7O26", "method": "ωB97M-V with the def2-TZVPD basis set", "homo_ev": -8.366, "total_energy_ha": -4252.52352, "gap_ha": 0.3139, "e_lumo_ev": 0.18, "species": ["C", "O", "C", "C", "N", "C", "C", "O", "C", "H", "H", "H", "H", "H", "H", "H", "H", "H", "H", "H", "H", "H", "H", "H", "C", "O", "C", "C", "N", "C", "C", "O", "C", "H", "H", "H", "H", "H", "H", "H", "H", "H", "H", "H", "H", "H", "H", "H", "C", "O", "C", "C", "N", "C", "C", "O", "C", "H", "H", "H", "H", "H", "H", "H", "H", "H", "H", "H", "H", "H", "H", "H", "C", "O", "C", "C", "N", "C", "C", "O", "C", "H", "H", "H", "H", "H", "H", "H", "H", "H", "H", "H", "H", "H", "H", "H", "C", "O", "C", "C", "N", "C", "C", "O", "C", "H", "H", "H", "H", "H", "H", "H", "H", "H", "H", "H", "H", "H", "H", "H", "C", "O", "C", "C", "N", "C", "C", "O", "C", "H", "H", "H", "H", "H", "H", "H", "H", "H", "H", "H", "H", "H", "H", "H", "C", "O", "C", "C", "N", "C", "C", "O", "C", "H", "H", "H", "H", "H", "H", "H", "H", "H", "H", "H", "H", "H", "H", "H", "O", "H", "H", "O", "H", "H", "O", "H", "H", "O", "H", "H", "O", "H", "H", "O", "H", "H", "O", "H", "H", "O", "H", "H", "O", "H", "H", "C", "C", "O", "H", "H", "H", "H", "H", "H", "C", "C", "O", "H", "H", "H", "H", "H", "H", "C", "C", "O", "H", "H", "H", "H", "H", "H"], "coordinates": [[-1.4441, -12.4402, -11.9205], [-0.2449, -12.8216, -11.3601], [-0.0765, -14.2288, -11.2956], [1.3811, -14.7003, -10.8074], [2.4175, -14.2445, -11.6656], [2.5426, -15.0770, -12.8591], [3.5170, -14.3973, -13.9032], [2.9839, -13.2781, -14.4544], [3.5767, -12.8776, -15.7038], [-1.5510, -11.3713, -12.1052], [-2.3442, -12.7796, -11.4078], [-1.4497, -12.9176, -12.9004], [-0.3149, -14.6943, -12.2520], [-0.8367, -14.6182, -10.6185], [1.3766, -15.7891, -10.7564], [1.5349, -14.4712, -9.7529], [2.1909, -13.3362, -12.0446], [1.5949, -15.1727, -13.3890], [2.8912, -16.0913, -12.6645], [3.8957, -15.0906, -14.6542], [4.3706, -14.0005, -13.3536], [3.6072, -13.7408, -16.3688], [4.5668, -12.4259, -15.6431], [2.8773, -12.1645, -16.1403], [2.7694, -24.0561, -20.8696], [1.9524, -23.4930, -21.8967], [0.7318, -24.1139, -22.1141], [-0.1974, -23.2930, -23.0420], [0.3778, -23.3319, -24.4192], [-0.5399, -22.8028, -25.3950], [0.0733, -23.0334, -26.8308], [1.2597, -22.2393, -27.1602], [1.6260, -22.2876, -28.5438], [3.5260, -23.3679, -20.4929], [3.2856, -24.9900, -21.0922], [2.2026, -24.2741, -19.9644], [0.0916, -24.1458, -21.2325], [0.8963, -25.1375, -22.4508], [-0.2149, -22.2619, -22.6888], [-1.1933, -23.7213, -22.9291], [0.6965, -24.2556, -24.6750], [-0.7254, -21.7329, -25.3000], [-1.4232, -23.4399, -25.3499], [-0.7056, -22.7765, -27.5488], [0.2872, -24.0740, -27.0747], [2.5481, -21.7501, -28.7654], [0.8760, -21.8121, -29.1759], [1.7852, -23.3018, -28.9101], [3.0657, -24.4601, -13.2599], [2.0478, -24.0143, -14.1772], [1.0098, -24.9607, -14.2010], [0.0269, -24.5264, -15.2766], [-0.4691, -23.2012, -15.0354], [-1.2404, -22.6704, -16.1207], [-1.0477, -21.1352, -16.0649], [0.3299, -20.6656, -16.1069], [1.0963, -20.9324, -17.2763], [3.6991, -25.1838, -13.7729], [2.6056, -24.8907, -12.3705], [3.6631, -23.5873, -12.9968], [0.5254, -25.0335, -13.2272], [1.3918, -25.9485, -14.4590], [-0.7144, -25.3098, -15.4346], [0.5479, -24.5047, -16.2338], [0.3529, -22.6256, -14.9203], [-2.3210, -22.7721, -16.0203], [-0.8572, -22.9950, -17.0881], [-1.4927, -20.7712, -15.1388], [-1.5746, -20.7193, -16.9237], [0.7085, -20.6798, -18.2632], [1.3088, -22.0014, -17.2679], [2.0540, -20.4542, -17.0710], [7.7512, -14.4876, -17.8704], [7.1945, -15.1057, -16.7246], [8.1942, -15.8608, -15.9982], [7.6059, -16.5779, -14.7402], [6.5548, -17.5099, -15.1388], [5.7952, -17.9766, -13.9367], [4.6656, -18.9219, -14.3566], [3.8467, -19.2659, -13.1738], [2.7445, -20.1710, -13.3777], [8.4354, -15.1109, -18.4461], [8.2635, -13.5770, -17.5596], [6.9628, -14.1535, -18.5448], [8.8774, -15.1257, -15.5727], [8.6626, -16.5861, -16.6635], [7.1374, -15.9840, -13.9553], [8.4370, -17.1446, -14.3204], [5.9873, -17.0438, -15.8321], [5.2530, -17.1361, -13.5034], [6.4384, -18.4488, -13.1941], [5.0557, -19.8395, -14.7969], [4.0158, -18.4255, -15.0774], [3.1244, -21.1660, -13.6092], [2.0946, -19.8774, -14.2020], [2.0983, -20.1384, -12.5006], [-6.3700, -17.1273, -26.8114], [-6.2496, -16.7576, -25.4688], [-7.3317, -15.9372, -25.0900], [-7.1410, -15.2946, -23.7144], [-7.1717, -16.3592, -22.6886], [-6.7436, -15.9215, -21.3485], [-6.7549, -17.1355, -20.3906], [-6.0157, -18.2492, -20.9410], [-4.6468, -18.0620, -21.1192], [-6.3251, -16.2361, -27.4373], [-7.3516, -17.5489, -27.0280], [-5.5726, -17.7632, -27.1960], [-8.2693, -16.4911, -25.1363], [-7.3095, -15.0859, -25.7704], [-7.9291, -14.5816, -23.4722], [-6.2221, -14.7229, -23.5852], [-6.5110, -17.0918, -22.9051], [-7.5042, -15.2002, -21.0498], [-5.7715, -15.4286, -21.3639], [-7.8182, -17.3603, -20.3074], [-6.3858, -17.0043, -19.3735], [-4.0796, -17.8427, -20.2146], [-4.5339, -17.1774, -21.7461], [-4.1763, -18.9074, -21.6211], [-1.3856, -19.0353, -22.1978], [-1.8221, -18.0081, -21.2621], [-0.8359, -17.8968, -20.2696], [-1.2017, -16.8806, -19.1352], [-0.1686, -16.5410, -18.2381], [0.3572, -17.6121, -17.4724], [1.2092, -17.1681, -16.2685], [0.4686, -16.6770, -15.1866], [-0.3386, -17.5963, -14.4901], [-2.1232, -19.0988, -22.9978], [-1.3906, -20.0532, -21.8078], [-0.3916, -18.9591, -22.6385], [0.1394, -17.5763, -20.6359], [-0.7012, -18.8622, -19.7817], [-2.0411, -17.3621, -18.6334], [-1.6605, -15.9610, -19.4983], [-0.4832, -15.7955, -17.6336], [1.0344, -18.1866, -18.1045], [-0.3721, -18.3643, -17.1716], [1.7379, -16.2831, -16.6226], [1.9722, -17.8922, -15.9829], [0.2488, -18.1722, -13.7750], [-0.9503, -18.2255, -15.1366], [-1.0414, -17.0519, -13.8594], [4.3473, -20.4779, -19.0405], [3.3512, -19.7618, -19.8192], [3.7337, -18.4132, -20.0883], [4.9450, -18.3003, -20.9682], [4.6947, -19.0864, -22.1846], [5.8711, -18.9842, -23.0926], [5.7222, -19.7952, -24.3703], [6.8027, -19.5078, -25.3112], [8.0272, -20.0981, -24.9359], [4.5999, -19.8639, -18.1760], [5.2902, -20.6943, -19.5426], [3.9658, -21.4470, -18.7189], [3.8122, -18.0241, -19.0731], [2.9325, -17.8987, -20.6188], [5.8750, -18.5547, -20.4597], [5.0936, -17.2326, -21.1295], [4.5185, -20.0435, -21.9146], [6.6618, -19.4526, -22.5065], [6.1694, -17.9554, -23.2943], [4.7416, -19.6083, -24.8081], [5.6933, -20.8741, -24.2178], [8.4589, -19.8068, -23.9783], [8.7482, -19.8068, -25.6997], [7.9433, -21.1730, -25.0958], [-2.5161, -13.6658, -21.5582], [-2.2713, -14.4932, -21.9727], [-2.3533, -13.0035, -22.2298], [-4.0709, -14.5212, -19.2076], [-4.9004, -14.2642, -19.6103], [-3.4005, -14.1474, -19.7795], [1.4110, -16.1442, -22.7987], [1.8090, -15.6000, -23.4781], [1.6994, -17.0335, -23.0040], [-3.4262, -21.0760, -24.6166], [-3.5212, -20.1249, -24.6669], [-3.5859, -21.3807, -25.5099], [-3.7858, -18.3126, -24.8042], [-4.4406, -17.6193, -24.8860], [-3.0473, -18.0088, -25.3319], [2.1193, -15.4257, -19.8671], [1.4034, -15.7326, -19.3108], [1.9432, -15.8171, -20.7227], [1.3317, -20.7636, -21.0961], [1.9694, -20.2174, -20.6365], [1.7954, -21.5837, -21.2649], [-1.3617, -15.8154, -22.6064], [-1.5758, -16.6806, -22.2573], [-0.4108, -15.8290, -22.7149], [2.2711, -18.6462, -23.6535], [2.0691, -19.5478, -23.9036], [3.1760, -18.6802, -23.3433], [-2.3294, -22.5488, -20.0891], [-3.3431, -22.2241, -21.1597], [-4.4483, -23.1214, -20.9191], [-2.7129, -22.1298, -19.1588], [-1.3218, -22.2218, -20.3460], [-2.3182, -23.6261, -19.9236], [-3.0403, -22.4720, -22.1770], [-3.6603, -21.1878, -21.0427], [-4.9776, -23.1023, -21.7198], [-1.2189, -19.1788, -11.1309], [-2.6206, -19.6618, -10.8474], [-2.8212, -19.4573, -9.4802], [-0.5338, -19.8436, -10.6046], [-1.1382, -18.1310, -10.8416], [-1.0926, -19.2325, -12.2122], [-2.6219, -20.7304, -11.0627], [-3.3381, -19.2046, -11.5287], [-2.8544, -20.3081, -9.0368], [-0.0196, -12.9643, -17.5012], [-0.2353, -13.5005, -16.0166], [-0.9096, -14.7072, -16.0070], [-0.8788, -13.0148, -18.1701], [0.6978, -13.6335, -17.9759], [0.4028, -11.9717, -17.6577], [-0.7523, -12.7697, -15.3947], [0.7138, -13.7601, -15.5476], [-0.3114, -15.3939, -15.7034]]}

=====

{"formula": "C48H31BrClF4N2O6PS2Sr", "method": "ωB97M-V with the def2-TZVPD basis set", "homo_ev": -1.783, "total_charge": -2, "total_energy_ha": -7011.00667, "gap_ha": 0.2165, "e_lumo_ev": 4.11, "species": ["Sr", "Cl", "C", "C", "C", "C", "O", "C", "C", "N", "C", "C", "C", "C", "C", "C", "C", "C", "N", "C", "C", "H", "H", "H", "H", "H", "H", "H", "H", "H", "H", "F", "C", "C", "F", "C", "F", "C", "P", "C", "C", "C", "C", "C", "C", "C", "C", "C", "C", "C", "C", "C", "Br", "C", "F", "H", "H", "H", "H", "H", "H", "H", "H", "H", "H", "O", "C", "O", "C", "C", "C", "C", "C", "C", "S", "H", "H", "H", "H", "C", "C", "C", "C", "C", "C", "C", "S", "O", "O", "O", "H", "H", "H", "H", "H", "H", "H"], "coordinates": [[0.1844, 1.5311, 0.4641], [6.5083, -0.6510, 4.0356], [4.8897, -0.2497, 3.4973], [3.8083, -0.9946, 3.9706], [2.5382, -0.6997, 3.5408], [2.2741, 0.3560, 2.6233], [1.0936, 0.5845, 2.1827], [3.4081, 1.1207, 2.1918], [3.2323, 2.2425, 1.2977], [2.1139, 2.9071, 1.2835], [1.9472, 4.1040, 0.6369], [2.9503, 4.9441, 0.1778], [2.6556, 6.1400, -0.4910], [1.3605, 6.5297, -0.7086], [0.3010, 5.7308, -0.2263], [-1.0593, 6.0420, -0.4420], [-2.0355, 5.2194, 0.0417], [-1.6456, 4.1009, 0.7970], [-0.3978, 3.7754, 1.0164], [0.5855, 4.5388, 0.4836], [4.6980, 0.7804, 2.6105], [3.9814, -1.8144, 4.6563], [1.6976, -1.3040, 3.8540], [4.1282, 2.5983, 0.7836], [3.9855, 4.6643, 0.3245], [3.4729, 6.7562, -0.8484], [1.1320, 7.4371, -1.2563], [-1.3116, 6.9227, -1.0225], [-3.0823, 5.3942, -0.1607], [-2.3971, 3.4518, 1.2345], [5.5452, 1.3506, 2.2452], [-6.6425, 0.3117, 3.7940], [-5.4470, -0.0755, 3.3196], [-5.3232, -1.2707, 2.6331], [-6.4086, -2.0433, 2.4648], [-4.0882, -1.6405, 2.1380], [-4.0368, -2.8221, 1.4958], [-2.9458, -0.8649, 2.2675], [-1.1541, -1.1662, 1.1889], [-2.1644, -1.5197, -0.3324], [-1.8067, -2.4874, -1.2713], [-2.5476, -2.6876, -2.4281], [-3.6492, -1.8966, -2.7002], [-4.0021, -0.9036, -1.7981], [-3.2739, -0.7238, -0.6343], [-1.0402, -2.7934, 2.0629], [-1.0663, -2.7336, 3.4572], [-0.9351, -3.8753, 4.2301], [-0.7672, -5.1096, 3.6184], [-0.7160, -5.1797, 2.2355], [-0.8467, -4.0326, 1.4666], [-3.0990, 0.2925, 3.0170], [-1.5854, 1.3687, 3.4922], [-4.3242, 0.6973, 3.5306], [-4.4581, 1.8295, 4.2412], [-0.9175, -3.0792, -1.1227], [-2.2421, -3.4554, -3.1307], [-4.2135, -2.0350, -3.6155], [-4.8471, -0.2573, -2.0057], [-3.5582, 0.0747, 0.0330], [-1.1590, -1.7672, 3.9390], [-0.9513, -3.8036, 5.3118], [-0.6604, -6.0081, 4.2158], [-0.5421, -6.1334, 1.7499], [-0.7781, -4.1231, 0.3931], [1.7011, -2.6088, 1.5945], [1.5620, -2.0232, 0.5353], [0.4414, -1.5062, 0.0938], [2.7341, -2.0019, -0.4145], [3.3147, -3.2494, -0.6461], [4.4414, -3.3984, -1.4338], [5.0345, -2.2633, -1.9776], [4.4782, -1.0220, -1.7484], [3.3034, -0.8498, -0.9875], [2.6811, 0.7721, -0.8564], [2.8586, -4.1163, -0.1815], [4.8716, -4.3786, -1.6049], [5.9325, -2.3540, -2.5801], [4.9252, -0.1269, -2.1625], [-0.2945, -1.6111, -6.3220], [-0.4901, -0.6276, -5.1967], [-1.2610, 0.5170, -5.3777], [-1.4784, 1.3943, -4.3258], [-0.9269, 1.1320, -3.0825], [-0.1397, 0.0072, -2.8932], [0.0737, -0.8635, -3.9476], [-1.1358, 2.3363, -1.7747], [0.2245, 2.7768, -1.4870], [-2.0105, 3.3578, -2.3085], [-1.7112, 1.6313, -0.6214], [-0.6507, -1.1962, -7.2655], [-0.8532, -2.5288, -6.1212], [0.7575, -1.8790, -6.4316], [-1.6881, 0.7270, -6.3526], [-2.0753, 2.2888, -4.4490], [0.3268, -0.1876, -1.9342], [0.6882, -1.7433, -3.7898]]}

=====

{"formula": "C48H35Cl5I2NP2SSiTc", "method": "ωB97M-V with the def2-TZVPD basis set", "homo_ev": [-10.233, -10.535], "spin_multiplicity": 4, "total_charge": 1, "total_energy_ha": -6252.17170, "gap_ha": [0.2277, 0.2111], "e_lumo_ev": [-4.04, -4.79], "species": ["Tc", "C", "Si", "C", "C", "C", "C", "C", "C", "P", "C", "C", "C", "C", "C", "C", "C", "C", "C", "C", "C", "C", "C", "C", "C", "C", "C", "C", "P", "C", "C", "C", "C", "C", "C", "C", "C", "C", "C", "C", "C", "H", "H", "H", "H", "H", "H", "H", "H", "H", "H", "H", "H", "H", "H", "H", "H", "H", "H", "H", "H", "H", "H", "H", "H", "H", "H", "H", "H", "H", "H", "H", "S", "C", "C", "C", "C", "C", "N", "H", "H", "H", "H", "Cl", "C", "C", "C", "Cl", "C", "Cl", "C", "Cl", "C", "Cl", "I", "I"], "coordinates": [[-0.1980, 0.1419, 1.1591], [3.3949, 1.3499, 2.3206], [2.2889, 0.7409, 0.9189], [2.4270, 1.9415, -0.5438], [3.6549, 2.5305, -0.8609], [3.7680, 3.4525, -1.8902], [2.6499, 3.8149, -2.6318], [1.4242, 3.2392, -2.3464], [1.3137, 2.3169, -1.3042], [-0.2546, 1.4999, -0.9280], [-1.4979, 2.6557, -0.2249], [-0.9898, 3.8849, 0.4633], [-1.0734, 4.6258, 2.5242], [-2.3523, 3.9289, 3.0172], [-2.2697, 2.4259, 2.6080], [-2.5785, 1.9606, 0.1349], [-0.9967, 1.1433, -2.5629], [-1.8987, 2.0496, -3.1259], [-2.3887, 1.8446, -4.4072], [-1.9887, 0.7358, -5.1392], [-1.0935, -0.1688, -4.5871], [-0.5987, 0.0350, -3.3067], [3.2913, -0.8291, 0.5678], [4.6827, -0.8019, 0.3925], [5.4194, -1.9731, 0.3525], [4.7866, -3.2040, 0.5121], [3.4141, -3.2572, 0.6659], [2.6786, -2.0715, 0.6763], [0.8741, -2.0649, 0.5405], [0.4136, -3.5683, 1.4794], [0.1627, -4.8120, 0.8984], [-0.0387, -5.9345, 1.6923], [0.0270, -5.8356, 3.0735], [0.3231, -4.6133, 3.6607], [0.5202, -3.4925, 2.8697], [0.7207, -2.5317, -1.2344], [1.7972, -2.3162, -2.0997], [1.7312, -2.7217, -3.4261], [0.5878, -3.3386, -3.9141], [-0.4983, -3.5321, -3.0726], [-0.4303, -3.1336, -1.7446], [4.3835, 1.5538, 1.8964], [3.5202, 0.5348, 3.0397], [3.0705, 2.2401, 2.8489], [4.5406, 2.2808, -0.2868], [4.7314, 3.8934, -2.1154], [2.7357, 4.5379, -3.4325], [0.5541, 3.5081, -2.9358], [-0.2949, 4.4089, -0.1884], [-0.5614, 5.3480, 3.1490], [-2.6678, 4.1008, 4.0407], [-2.5970, 1.7673, 3.4062], [-2.8569, 1.0624, -0.3984], [-2.2306, 2.9133, -2.5656], [-3.0869, 2.5544, -4.8317], [-2.3735, 0.5801, -6.1392], [-0.7760, -1.0362, -5.1507], [0.1041, -0.6694, -2.8872], [5.2034, 0.1441, 0.2959], [6.4929, -1.9309, 0.2162], [5.3654, -4.1186, 0.5068], [2.9190, -4.2162, 0.7643], [0.1466, -4.9294, -0.1733], [-0.2322, -6.8915, 1.2240], [-0.1316, -6.7115, 3.6895], [0.4066, -4.5306, 4.7369], [0.7822, -2.5554, 3.3403], [2.7040, -1.8463, -1.7426], [2.5805, -2.5552, -4.0767], [0.5455, -3.6728, -4.9436], [-1.3973, -4.0094, -3.4433], [-1.2805, -3.3124, -1.1016], [-1.4180, -0.9461, 2.9499], [-2.3544, -1.5689, 1.6329], [-3.4446, -2.4323, 1.6968], [-4.1084, -2.7289, 0.5264], [-3.6774, -2.1666, -0.6765], [-2.5754, -1.3469, -0.6685], [-1.9164, -1.0552, 0.4696], [-3.7553, -2.8264, 2.6546], [-4.9671, -3.3881, 0.5413], [-4.1877, -2.3677, -1.6087], [-2.1989, -0.9005, -1.5777], [1.4569, 3.8741, 1.7817], [-0.2733, 3.5313, 1.8035], [-0.7833, 2.1453, 2.2308], [-3.3109, 2.2686, 1.4069], [-4.4901, 0.9469, 1.7353], [-4.0049, 3.5744, 1.2989], [-5.2113, 3.8495, 0.1595], [-3.1863, 4.6165, 1.9144], [-4.0873, 6.0262, 2.4626], [-1.8230, 4.9945, 1.2105], [-1.7099, 6.5531, 0.4158], [0.3796, 1.4312, 3.8225], [0.1425, 3.3560, 5.8980]]}